No. 1
Below is the molecule C5H7N, with properties calculated with ωB97M-V/def2-TZVPD.

```
13
Properties=species:S:1:pos:R:3:nbo_charge:R:1
N 3.09607 -0.71611 0.53848 -0.33
C 2.05191 -0.51669 0.07779 0.29
C 0.69770 -0.25352 -0.41052 -0.35
C -0.44463 -0.94299 0.38381 -0.37
C -1.32482 0.25332 0.02409 -0.40
C -0.06416 1.11120 -0.19426 -0.36
H 0.65301 -0.18728 -1.48701 0.25
H -0.81264 -1.95371 0.17558 0.22
H -0.16585 -0.89379 1.44397 0.21
H -1.82753 0.04953 -0.92952 0.20
H -2.04846 0.60209 0.75577 0.21
H 0.32585 1.64184 0.66847 0.21
H -0.13646 1.80611 -1.04665 0.21
```

- Net charge: 0
- SMILES: N#CC1CCC1
- DFT total energy: -249.424903 a.u.
- Orbital gap: 11.91 eV

***

No. 2
Below is the molecule C5H7N, with properties calculated with ωB97M-V/def2-TZVPD.

```
13
Properties=species:S:1:pos:R:3:nbo_charge:R:1
C 2.12736 -0.72511 0.16925 0.32
C -0.66175 0.96083 1.00514 -0.42
C 0.63472 0.68515 -1.09201 -0.27
C -0.13027 0.24029 0.07200 0.02
C -0.64983 -1.16742 0.19110 -0.66
N 1.85054 0.12847 -0.58769 -0.53
H -1.19235 0.41261 1.73330 0.20
H -0.54175 1.99991 1.01243 0.19
H 0.48673 0.27076 -2.09030 0.24
H 0.65668 1.76420 -0.91909 0.23
H -1.63460 -1.09303 -0.28014 0.22
H -0.79946 -1.50491 1.26533 0.23
H -0.14601 -1.97175 -0.47932 0.22
```

- Net charge: 0
- DFT total energy: -249.340964 a.u.
- Orbital gap: 10.34 eV

***

No. 3
Below is a structure of composition C5H7N, with properties calculated with ωB97M-V/def2-TZVPD.

```
13
Properties=species:S:1:pos:R:3:nbo_charge:R:1
N 2.71055 -0.46041 1.39455 -0.33
C 2.03172 -0.17836 0.50350 0.30
C 1.13790 0.19927 -0.58763 -0.51
C -0.23131 0.48460 0.02535 -0.28
C -0.83829 -0.63283 0.99245 -0.40
C -1.41165 0.22684 -0.77617 -0.37
H 1.06383 -0.62884 -1.30347 0.25
H 1.58261 1.04509 -1.13051 0.25
H -0.28063 1.45024 0.53330 0.23
H -1.31822 -0.37788 1.96654 0.22
H -0.90919 -1.73508 0.92573 0.22
H -1.29060 -0.32181 -1.72639 0.20
H -2.24671 0.92917 -0.81724 0.22
```

- Net charge: 0
- DFT total energy: -249.352965 a.u.
- Orbital gap: 9.59 eV